148
Properties=species:S:1:pos:R:3:mulliken_charge:R:1 method="wB97M-V/def2-TZVPD" homo_energy_ev=-9.18 charge=0 e_lumo_ev=0.1 total_energy_ha=-4983.6232
F -2.73417 -0.22368 -0.63595 -0.387
C -1.48680 -0.00438 -0.19940 0.549
C -1.17104 1.12737 0.51694 -0.302
C 0.20019 1.39202 0.81081 -1.086
C 1.18086 0.50080 0.37700 0.297
C 0.88229 -0.67142 -0.22438 0.985
C -0.46521 -0.88934 -0.56293 -0.639
H -1.90352 1.87224 0.79089 0.763
H 0.47981 2.26163 1.38699 0.446
H 2.24290 0.61988 0.53283 -0.697
H 1.61600 -1.38699 -0.56500 -0.217
H -0.74636 -1.74124 -1.16428 0.564
F 3.45087 0.50467 3.21855 0.163
C 2.51147 0.27132 4.21443 -0.336
C 1.19198 -0.04263 3.88246 0.548
C 0.28202 -0.28791 4.90108 -0.220
C 0.63203 -0.15106 6.23983 -0.884
C 1.93339 0.13643 6.60285 -0.603
C 2.86525 0.35328 5.56545 -0.713
H 0.87149 -0.04485 2.85111 0.474
H -0.75669 -0.47725 4.67386 0.309
H -0.09125 -0.39455 7.00401 0.412
H 2.22777 0.13178 7.64194 0.420
H 3.85998 0.67188 5.84006 0.420
F -3.51730 -1.99675 4.74397 -0.368
C -2.61373 -2.70813 4.06620 -0.310
C -2.37838 -2.35794 2.76354 0.637
C -1.47483 -3.09948 1.94692 0.075
C -0.89889 -4.20773 2.55551 -0.341
C -1.11128 -4.52726 3.92236 -1.014
C -2.01505 -3.75363 4.63537 -0.539
H -2.84570 -1.48882 2.32463 0.837
H -1.17214 -2.80396 0.95321 -0.272
H -0.17103 -4.79495 2.01534 0.377
H -0.67266 -5.45501 4.25897 0.456
H -2.23754 -4.11397 5.62888 0.450
F 1.77130 -2.88385 -3.01644 0.027
C 1.54955 -3.36060 -4.25769 0.198
C 0.79622 -2.62037 -5.16891 -0.537
C 0.69765 -2.99596 -6.50136 -0.589
C 1.39679 -4.12099 -6.91289 -0.380
C 2.16797 -4.87661 -6.04080 -0.525
C 2.23370 -4.51015 -4.68150 -0.425
H 0.26120 -1.77897 -4.75393 0.432
H 0.12300 -2.38436 -7.18116 0.414
H 1.31827 -4.32063 -7.97137 0.351
H 2.64129 -5.75352 -6.45721 0.416
H 2.84082 -5.04474 -3.96594 0.518
C -1.24597 -6.15336 -1.39469 -0.574
Cl -0.86278 -4.46754 -1.27332 0.077
Cl -0.15676 -7.00153 -0.30993 -0.159
H -2.25500 -6.36645 -1.04177 0.313
H -1.01716 -6.61557 -2.35495 0.318
C 3.48983 4.08398 3.09594 -0.647
Cl 2.33583 3.84893 4.42929 -0.146
Cl 2.91154 3.41327 1.54792 0.031
H 3.65443 5.15035 2.94146 0.429
H 4.42495 3.64512 3.44386 0.298
C -4.97728 0.20743 -2.57737 -0.641
C -5.55942 0.44833 -3.88433 0.480
O -4.87921 0.90784 -4.75205 -0.563
C -7.04230 0.13736 -4.13220 -1.150
H -5.06033 1.11609 -1.98110 0.281
H -3.94153 -0.12701 -2.51829 0.241
H -5.50172 -0.52850 -1.96788 0.360
H -7.21173 -0.93934 -4.12185 0.324
H -7.33514 0.45688 -5.13232 0.334
H -7.60249 0.72621 -3.40587 0.321
C -2.76137 2.21242 3.93122 -0.208
C -3.62755 2.21982 5.13790 0.356
O -3.57310 3.23232 5.88192 -0.624
C -4.49320 0.99249 5.39456 -0.629
H -3.28212 2.30270 2.97792 0.228
H -2.22321 1.27125 3.81856 -0.064
H -2.04136 3.01998 4.06359 0.355
H -3.95011 0.33021 6.06875 0.208
H -4.72628 0.44801 4.47951 -0.043
H -5.47316 1.21970 5.81426 0.431
C -5.95392 -2.64342 2.31365 -0.784
C -6.56635 -1.30141 1.82797 0.691
O -7.72372 -1.03727 2.11666 -0.596
C -5.66077 -0.35324 1.13682 -0.177
H -6.77539 -3.30805 2.58116 0.376
H -5.24180 -2.48682 3.12387 -0.076
H -5.42430 -3.17997 1.52644 0.365
H -4.89576 -0.03490 1.84500 -0.208
H -6.21350 0.53490 0.83056 0.457
H -5.11900 -0.79226 0.29906 -0.073
C 7.01852 2.28608 -0.50199 -1.078
C 6.59633 0.87734 -0.08207 0.662
O 7.14280 -0.09374 -0.51238 -0.565
C 5.47090 0.81449 0.94182 0.657
H 6.88709 2.97390 0.33332 0.337
H 6.27827 2.58265 -1.24508 0.091
H 7.97780 2.32090 -1.01837 0.371
H 5.25592 1.80201 1.35009 -0.114
H 5.72343 0.15835 1.77477 0.552
H 4.53489 0.45294 0.51607 -0.951
C 3.26045 2.05833 -3.88172 -1.307
C 2.93675 2.26452 -2.43124 0.388
O 3.74656 1.88547 -1.59810 -0.331
C 1.75572 3.12483 -2.15674 0.176
H 4.07472 1.33379 -3.87164 0.207
H 3.61883 3.02123 -4.24570 0.403
H 2.39565 1.68728 -4.43176 0.367
H 1.75608 4.10187 -2.63995 0.610
H 1.81134 3.28114 -1.07945 -0.555
H 0.88494 2.51108 -2.38734 0.105
C -0.14027 5.34902 -0.32654 -0.319
C -1.27159 5.42581 0.62925 0.697
O -1.60071 4.39106 1.20377 -0.420
C -1.97200 6.73033 0.86235 -1.513
H 0.09045 4.30614 -0.54396 -0.485
H 0.75229 5.79766 0.10951 0.614
H -0.40386 5.82248 -1.27230 0.329
H -3.02568 6.69717 1.13941 0.336
H -1.78198 7.35336 -0.01162 0.341
H -1.47473 7.24525 1.68435 0.398
C -2.39341 3.64798 -2.19911 0.246
C -2.71593 4.93607 -2.94939 0.575
O -2.40985 6.07948 -2.51659 -0.575
C -3.23830 4.74478 -4.33032 -1.278
H -1.34994 3.34295 -2.27809 -0.226
H -2.94704 2.81130 -2.62521 0.202
H -2.62440 3.75744 -1.13950 0.067
H -4.32731 4.79105 -4.33215 0.275
H -2.95657 3.79754 -4.79016 0.378
H -2.80547 5.54752 -4.92729 0.369
C 4.54679 -1.44562 -2.17209 0.242
C 5.00202 -2.63510 -2.95505 0.391
O 4.96536 -3.76066 -2.44216 -0.609
C 5.41307 -2.38902 -4.41606 -1.109
H 5.20952 -0.59866 -2.34972 0.546
H 4.67488 -1.64797 -1.10873 -0.322
H 3.52301 -1.18857 -2.44394 -0.046
H 4.59277 -2.74611 -5.03871 0.198
H 6.24134 -3.05212 -4.66581 0.367
H 5.70356 -1.37482 -4.69016 0.335
C 3.59823 -2.47844 1.91171 0.117
C 3.23687 -3.86323 1.33805 0.166
O 3.84416 -4.90271 1.64253 -0.662
C 2.12767 -3.88631 0.31469 1.219
H 4.06589 -1.81985 1.17983 -0.335
H 4.28117 -2.62713 2.74813 0.519
H 2.66119 -2.08681 2.30753 -0.134
H 1.97821 -4.90983 -0.02908 0.292
H 2.36448 -3.25967 -0.54515 -0.569
H 1.23507 -3.50489 0.81055 -0.707